*P*
This record from the Open Molecules 2025 dataset describes the ion C6H9N2O with charge +1. The level of theory is ωB97M-V/def2-TZVPD.

Each atom is followed by the atoms it is bonded to, with distances in Å.
Atoms and positions in Å:
1 C -2.58575 -1.68552 0.46349  C2 1.400, H10 1.011, H11 1.007
2 C -1.98174 -0.74368 1.30539  C1 1.400, N3 1.309, H12 1.136
3 N -0.70585 -0.51289 1.12364  C2 1.309, C4 1.244
4 C 0.29681 -0.11278 0.50625  N3 1.244, C5 1.553, C8 1.424
5 C 1.76553 -0.25634 0.99150  C4 1.553, O6 1.436, H13 1.072, H14 1.039
6 O 2.52048 0.81357 0.40133  C5 1.436, C7 1.401
7 C 1.88198 1.23944 -0.77020  O6 1.401, C8 1.558, H15 1.162, H16 1.140
8 C 0.44300 0.64843 -0.68800  C4 1.424, C7 1.558, N9 1.335
9 N -0.38567 1.02665 -1.66421  C8 1.335, H17 0.986, H18 0.962
10 H -2.10936 -2.14570 -0.30026  C1 1.011
11 H -3.53548 -1.95360 0.66531  C1 1.007
12 H -2.51343 -0.26205 2.18680  C2 1.136
13 H 1.95487 -0.27316 2.04647  C5 1.072
14 H 2.09665 -1.19163 0.68228  C5 1.039
15 H 2.31812 0.78705 -1.74729  C7 1.162
16 H 1.86251 2.34449 -1.04846  C7 1.140
17 H 0.00174 1.45829 -2.46109  N9 0.986
18 H -1.32441 0.81944 -1.69295  N9 0.962

SMILES: C=C/N=C1/COCC1=[NH2+]
LUMO energy (alpha / beta): -6.3 / -6.3 eV
Kohn-Sham gap (alpha / beta): 6.2 / 6.2 eV
Charge: +1

*Q*
This record from the Open Molecules 2025 dataset describes the ion C6H9N2O with charge +1. The level of theory is ωB97M-V/def2-TZVPD.

Each atom is followed by the atoms it is bonded to, with distances in Å.
Atoms and positions in Å:
1 C 0.51415 0.85754 -0.81871  C4 1.529, N7 1.251, H10 1.163
2 C 2.48947 0.14735 -0.08824  N7 1.256, N8 1.443, H11 1.141
3 C 0.57202 -0.03735 1.24758  C4 1.447, N8 1.285
4 C -0.29124 -0.07448 0.08750  C1 1.529, C3 1.447, C5 1.573, C6 1.585
5 C -0.37725 -1.56591 -0.40346  C4 1.573, H12 1.117, H13 1.035, H14 1.032
6 C -1.81751 0.35256 0.12991  C4 1.585, O9 1.362, H16 1.179, H17 1.004
7 N 1.74205 0.66084 -0.95687  C1 1.251, C2 1.256
8 N 1.84489 0.13285 1.20312  C2 1.443, C3 1.285, H18 1.004
9 O -2.05675 1.68814 0.24783  C6 1.362, H15 0.972
10 H -0.13517 1.69571 -1.29742  C1 1.163
11 H 3.56471 -0.17290 -0.29720  C2 1.141
12 H 0.63141 -1.81522 -0.81372  C5 1.117
13 H -0.99529 -1.47377 -1.22907  C5 1.035
14 H -0.78790 -2.09818 0.37890  C5 1.032
15 H -2.98883 1.76116 0.51414  O9 0.972
16 H -2.35135 -0.29490 0.95738  C6 1.179
17 H -2.10803 0.03072 -0.77547  C6 1.004
18 H 2.55063 0.20586 1.91381  N8 1.004

LUMO energy (alpha / beta): -6.2 / -6.2 eV
Kohn-Sham gap (alpha / beta): 7.3 / 7.3 eV
Charge: +1

Energies, relative to the best one, in kcal/mol: *P* 0.0; *Q* 30.2.

*P*
This record from the Open Molecules 2025 dataset describes a cluster of 2 separate species, C4H10S2 in total. The level of theory is ωB97M-V/def2-TZVPD.

Each atom is followed by the atoms it is bonded to, with distances in Å.
Atoms and positions in Å:
1 C 1.22375 -1.44330 0.46091  C2 1.511, H6 1.097, H7 1.092, H8 1.095
2 C 0.57136 -0.17280 -0.03242  C1 1.511, S3 1.818, C4 1.486, H9 1.089
3 S 0.23569 1.17037 1.14589  C2 1.818, C4 1.818
4 C -0.87368 0.10968 0.17178  C2 1.486, S3 1.818, C5 1.511, H10 1.089
5 C -1.79212 -0.85371 0.88632  C4 1.511, H11 1.092, H12 1.094, H13 1.096
6 H 1.03604 -2.26225 -0.24440  C1 1.097
7 H 0.84848 -1.73573 1.44387  C1 1.092
8 H 2.30677 -1.30652 0.54398  C1 1.095
9 H 0.97976 0.19175 -0.97373  C2 1.089
10 H -1.35352 0.64813 -0.64479  C4 1.089
11 H -1.30347 -1.31524 1.74717  C5 1.092
12 H -2.68323 -0.33160 1.24698  C5 1.094
13 H -2.11642 -1.64525 0.20033  C5 1.096
14 S 0.96510 2.41338 -1.75120  H15 1.341, H16 1.339
15 H 0.08321 3.13442 -2.45806  S14 1.341
16 H 1.87227 3.39868 -1.74264  S14 1.339

SMILES: C[C@@H]1S[C@@H]1C.S
LUMO energy: 0.7 eV
Kohn-Sham gap: 8.9 eV

*Q*
This record from the Open Molecules 2025 dataset describes a cluster of 2 separate species, C4H10S2 in total. The level of theory is ωB97M-V/def2-TZVPD.

Each atom is followed by the atoms it is bonded to, with distances in Å.
Atoms and positions in Å:
1 C 0.44657 0.59190 1.24826  C4 1.486, H7 1.106, H8 1.119, H9 1.111
2 C -0.15422 1.60046 -1.01370  C4 1.495, H10 1.049, H11 1.145, H12 1.099
3 C -1.27520 -1.88088 -0.22734  H13 1.082, H14 1.140, H15 1.153, H16 1.085
4 C 0.76958 0.76014 -0.19269  C1 1.486, C2 1.495, S6 1.688
5 S 3.37221 -0.62884 0.56694  S6 1.943
6 S 2.28341 0.27694 -0.76336  C4 1.688, S5 1.943
7 H -0.55678 0.12946 1.30652  C1 1.106
8 H 1.18091 -0.12572 1.69380  C1 1.119
9 H 0.51271 1.52649 1.84487  C1 1.111
10 H 0.32953 2.33523 -1.58546  C2 1.049
11 H -1.12217 1.96682 -0.52432  C2 1.145
12 H -0.77092 1.01503 -1.70976  C2 1.099
13 H -0.94458 -2.90322 -0.35367  C3 1.082
14 H -0.78275 -1.02758 -0.80067  C3 1.140
15 H -0.93609 -1.73637 0.86557  C3 1.153
16 H -2.35221 -1.89983 -0.35501  C3 1.085

LUMO energy (alpha / beta): -0.6 / -0.6 eV
Kohn-Sham gap (alpha / beta): 7.5 / 7.5 eV

Energies, relative to the best one, in kcal/mol: *P* 0.0; *Q* 19.1.

*P*
This record from the Open Molecules 2025 dataset describes an isolated molecule of C4H10S2. The level of theory is ωB97M-V/def2-TZVPD.

Each atom is followed by the atoms it is bonded to, with distances in Å.
Atoms and positions in Å:
1 C -1.21399 -2.71490 0.68495  S2 1.859, H7 1.201, H8 1.107, H9 1.145
2 S -1.26792 -1.00753 1.41876  C1 1.859, C3 1.733
3 C -0.06784 -0.01687 0.65573  S2 1.733, C4 1.615, H10 1.112, H11 1.123
4 C 0.18461 -0.06057 -0.93844  C3 1.615, S5 1.819, H12 1.211, H13 1.143
5 S 0.59366 1.66345 -1.35051  C4 1.819, C6 1.760
6 C 2.17474 1.77860 -0.58701  S5 1.760, H14 1.077, H15 1.085, H16 1.066
7 H -0.97570 -2.69069 -0.49232  C1 1.201
8 H -2.23282 -3.14692 0.70196  C1 1.107
9 H -0.50120 -3.35315 1.31324  C1 1.145
10 H 0.87920 -0.30737 1.16167  C3 1.112
11 H -0.39235 1.00513 0.98844  C3 1.123
12 H -0.94029 -0.27090 -1.33514  C4 1.211
13 H 0.94340 -0.90718 -1.06074  C4 1.143
14 H 2.30160 1.11758 0.25347  C6 1.077
15 H 2.30135 2.83006 -0.35017  C6 1.085
16 H 2.93987 1.31106 -1.16378  C6 1.066

SMILES: CSCCSC
LUMO energy: 0.9 eV
Kohn-Sham gap: 9.0 eV

*Q*
This record from the Open Molecules 2025 dataset describes a cluster of 2 separate species, C4H10S2 in total. The level of theory is ωB97M-V/def2-TZVPD.

Each atom is followed by the atoms it is bonded to, with distances in Å.
Atoms and positions in Å:
1 C 2.86150 1.70599 0.87301  C2 1.330, H4 1.080, H5 1.087
2 C 2.45505 1.17047 2.02081  C1 1.330, C3 1.493, H6 1.086
3 C 2.56882 -0.28137 2.34777  C2 1.493, H7 1.091, H8 1.092, H9 1.092
4 H 3.10502 2.75206 0.75982  C1 1.080
5 H 3.15396 0.99634 0.10338  C1 1.087
6 H 1.85791 1.79814 2.67508  C2 1.086
7 H 1.60806 -0.73472 2.59536  C3 1.091
8 H 2.97874 -0.83038 1.49743  C3 1.092
9 H 3.31470 -0.44517 3.12900  C3 1.092
10 C -1.53925 -2.17102 -0.66752  S11 1.785, H13 1.092, H14 1.092, H15 1.091
11 S -2.33463 -0.67107 -1.21941  C10 1.785, S12 2.088
12 S -0.81431 0.70145 -0.81444  S11 2.088, H16 1.356
13 H -1.76411 -2.47559 0.35723  C10 1.092
14 H -0.46712 -1.96517 -0.68266  C10 1.092
15 H -1.80198 -3.03683 -1.27637  C10 1.091
16 H -0.35427 1.59110 -1.72823  S12 1.356

SMILES: C=CC.CSS
LUMO energy: 0.3 eV
Kohn-Sham gap: 8.9 eV

Energies, relative to the best one, in kcal/mol: *P* 0.0; *Q* 3.5.